Molecular formula: C19H23N4O5
Method: DFT, the ωB97M-V functional and the def2-TZVPD basis

Last column: Löwdin charge in e.
Positions of all 51 atoms, in Å:
C1 -2.413438 -0.305855 3.788370  -0.056
N1 -1.660994 0.288866 2.725385  0.021
C2 -1.622953 1.560492 2.260083  -0.436
O1 -2.276116 2.474744 2.749389  0.034
C3 -0.829235 1.784220 0.933265  -0.162
C4 0.623112 2.227155 1.202068  -0.108
C5 1.492611 1.374018 2.149177  -0.096
C6 1.936911 -0.009328 1.688022  -0.679
O2 3.129335 -0.239984 1.381812  -0.053
O3 1.071458 -0.892410 1.539852  -0.086
N2 -0.814386 0.530735 0.160603  0.117
C7 -1.811828 0.019975 -0.579063  -0.466
O4 -2.823094 0.616071 -0.870412  0.074
C8 -1.609624 -1.424904 -1.010476  -0.157
C9 -0.752517 -1.509598 -2.311692  -0.064
C10 0.553495 -0.767474 -2.255474  -0.178
C11 1.586495 -1.062311 -1.450050  -0.056
N3 2.473396 0.016430 -1.320671  0.099
C12 2.132399 1.024553 -2.163444  -0.227
C13 2.568671 2.336339 -2.350777  -0.035
C14 1.957576 3.121516 -3.362956  -0.110
C15 0.823516 2.639133 -4.026827  -0.113
C16 0.316772 1.346160 -3.759193  -0.016
C17 0.956557 0.525836 -2.803550  -0.128
N4 -1.014690 -2.225317 0.103324  0.118
C18 -1.336591 -3.476699 0.497638  -0.552
C19 -0.429302 -4.125988 1.510167  0.002
O5 -2.210111 -4.157881 -0.008236  0.022
H1 -3.173128 -0.906995 3.273973  0.092
H2 -2.843221 0.465984 4.397095  0.076
H3 -1.743339 -0.934444 4.341862  0.075
H4 -1.083946 -0.364813 2.207051  0.103
H5 -1.353213 2.528306 0.387804  0.138
H6 0.521821 3.192926 1.700108  0.117
H7 1.156322 2.335368 0.251261  0.108
H8 0.910640 1.265475 3.064741  0.109
H9 2.379814 1.941148 2.400554  0.106
H10 -0.038527 -0.113546 0.328259  0.079
H11 -2.592056 -1.874372 -1.246904  0.154
H12 -1.339668 -1.109065 -3.144654  0.118
H13 -0.496678 -2.543277 -2.438012  0.112
H14 1.595412 -1.905212 -0.769697  0.126
H15 3.131062 0.091810 -0.512633  0.133
H16 3.447221 2.682333 -1.808869  0.102
H17 2.422314 4.065712 -3.634444  0.088
H18 0.404276 3.248668 -4.784868  0.072
H19 -0.562745 0.947392 -4.227790  0.094
H20 -0.219842 -1.828994 0.606776  0.065
H21 -0.874328 -4.137131 2.491445  0.074
H22 0.530036 -3.596338 1.523133  0.072
H23 -0.195661 -5.139418 1.177486  0.083

Cartesian forces (eV/Å) of the 3 atoms listed first:
C -0.4 0.2 -1.1
N 1.5 0.2 -1.2
C -1.2 0.0 -0.1

Summary:
* LUMO energy: 0.1131 hartree
* net charge: -1
* structure (SMILES): CNC(=O)[C@@H](CCC(=O)[O-])NC(=O)[C@@H](Cc1c[nH]c2ccccc12)NC(C)=O
* Kohn-Sham gap: 8.32 eV
* strongest force on any atom: 0.0485 hartree/bohr
* highest occupied orbital energy: -5.238 eV
* multiplicity: 1